Entry 1:
Here is C6H10O in the gas phase from the Open Molecules 2025 dataset. Energies are from ωB97M-V with the def2-TZVPD basis set.

ORCA input file:
```
! RIJCOSX wB97M-V def2-TZVPD def2/J DEFGRID3
* xyz 0 1
C -1.390 -1.633 1.321
C -0.529 -0.633 1.472
O 0.746 -0.706 1.002
C 1.375 0.552 0.795
C 0.647 1.466 -0.163
C 0.001 1.110 -1.275
C -0.119 -0.261 -1.874
H -2.386 -1.566 1.742
H -1.106 -2.534 0.787
H -0.785 0.292 1.992
H 2.378 0.305 0.430
H 1.498 1.063 1.763
H 0.650 2.519 0.115
H -0.502 1.904 -1.828
H 0.224 -0.242 -2.916
H -1.167 -0.586 -1.887
H 0.458 -1.006 -1.324
*
```

Properties
Lowest unoccupied orbital energy ... 0.040 Eh
Energy relative to the best compared isomer or geometry (same formula, charge and spin) ... 129.2 kJ/mol
SMILES ... C=COC/C=C\C
Gap between HOMO and LUMO ... 9.969 eV

Entry 2:
Here is 3 unconnected molecules or ions with the total composition C22H43ClO3PS2 from the Open Molecules 2025 dataset. Energies are from ωB97M-V with the def2-TZVPD basis set.

ORCA input file:
```
! RIJCOSX wB97M-V def2-TZVPD def2/J DEFGRID3
* xyz 1 1
C -1.959 4.333 -1.566
C -0.600 3.517 -1.920
C -1.099 2.035 -2.379
Cl -1.685 2.239 -4.131
P 0.253 0.714 -2.237
C -0.393 -0.827 -3.109
C -1.443 -1.676 -2.226
C -1.212 -3.245 -2.617
C -0.532 -3.942 -1.325
C -2.566 -4.019 -3.048
C 0.812 0.404 -0.443
C 2.275 -0.283 -0.340
C 3.480 0.803 -0.512
O 2.448 -1.157 0.793
C 2.390 -0.449 2.056
C 1.036 -0.882 2.829
C 0.361 0.116 3.804
C -0.963 -0.342 4.483
C -1.550 -1.740 4.173
C -0.822 -2.728 3.228
C 0.499 -2.319 2.525
H -2.591 3.795 -0.765
H -1.722 5.405 -1.215
H -2.624 4.391 -2.509
H -0.107 3.980 -2.839
H 0.091 3.443 -1.015
H -2.036 1.741 -1.787
H 1.356 1.194 -3.046
H 0.497 -1.442 -3.471
H -0.964 -0.507 -4.064
H -2.541 -1.427 -2.475
H -1.209 -1.470 -1.117
H -0.473 -3.368 -3.493
H 0.573 -3.660 -1.178
H -1.106 -3.619 -0.399
H -0.560 -5.090 -1.425
H -3.355 -3.898 -2.236
H -2.975 -3.668 -4.063
H -2.329 -5.150 -3.094
H 0.856 1.438 0.061
H -0.014 -0.178 0.086
H 2.364 -0.958 -1.276
H 4.288 0.458 0.236
H 3.927 0.723 -1.556
H 3.145 1.849 -0.211
H 2.371 0.688 1.970
H 3.285 -0.731 2.722
H 0.831 1.145 3.999
H -1.470 0.409 5.170
H -2.541 -2.037 4.675
H -1.238 -3.763 2.985
H 1.027 -3.047 1.812
C 5.819 3.276 1.612
S 4.344 4.313 1.711
O 3.472 3.964 0.545
C 5.177 5.865 1.318
H 5.524 2.241 1.790
H 6.268 3.359 0.621
H 6.533 3.584 2.377
H 5.666 5.789 0.345
H 5.912 6.090 2.092
H 4.431 6.660 1.287
C -4.676 -1.196 -0.092
S -3.618 -2.352 0.806
O -3.209 -3.421 -0.151
C -4.930 -3.019 1.851
H -4.069 -0.683 -0.839
H -5.483 -1.737 -0.590
H -5.088 -0.463 0.603
H -5.720 -3.445 1.230
H -5.334 -2.223 2.480
H -4.506 -3.799 2.483
*
```

Properties
Lowest unoccupied orbital energy ... -0.087 Eh
Gap between HOMO and LUMO ... 8.536 eV

Entry 3:
Here is 5 unconnected molecules or ions with the total composition C8H26O5 from the Open Molecules 2025 dataset. Energies are from ωB97M-V with the def2-TZVPD basis set.

ORCA input file:
```
! RIJCOSX wB97M-V def2-TZVPD def2/J DEFGRID3
* xyz 1 2
O 6.387 16.187 1.760
H 6.585 16.027 0.837
H 5.483 15.893 1.867
C 3.771 17.552 -1.552
C 4.083 18.403 -0.295
O 4.605 19.624 -0.822
H 2.962 18.045 -2.091
H 3.376 16.554 -1.360
H 4.694 17.416 -2.116
H 4.801 17.930 0.375
H 3.179 18.519 0.303
H 4.487 20.277 -0.127
C 5.107 13.391 3.382
C 5.565 14.098 4.620
O 6.964 14.402 4.571
H 5.649 12.467 3.182
H 5.224 13.954 2.456
H 4.047 13.145 3.448
H 5.622 13.342 5.404
H 4.879 14.894 4.908
H 7.028 15.265 4.157
C 8.028 19.626 1.517
C 8.030 19.142 0.091
O 7.339 20.008 -0.720
H 7.272 19.059 2.060
H 7.805 20.680 1.681
H 8.980 19.398 1.996
H 7.481 18.200 0.108
H 9.077 18.936 -0.132
H 6.413 19.780 -0.614
C 8.094 14.039 0.206
C 7.740 14.746 -1.147
O 6.797 15.702 -0.893
H 8.684 14.675 0.865
H 8.727 13.175 0.002
H 7.203 13.724 0.750
H 7.388 13.958 -1.814
H 8.585 15.238 -1.629
H 6.512 16.117 -1.710
*
```

Properties
Lowest unoccupied orbital energy (spin up / spin down) ... -0.108 / -0.350 Eh
<S²> ... 0.75
Energy relative to the best compared isomer or geometry (same formula, charge and spin) ... 0.0 kJ/mol
Gap between HOMO and LUMO (spin up / spin down) ... 9.350 / 2.770 eV

Entry 4:
Here is 2 unconnected molecules or ions with the total composition C6H16 from the Open Molecules 2025 dataset. Energies are from ωB97M-V with the def2-TZVPD basis set.

ORCA input file:
```
! RIJCOSX wB97M-V def2-TZVPD def2/J DEFGRID3
* xyz 0 1
C 2.056 -1.731 1.294
C 0.776 -1.024 0.852
C 0.167 -2.070 -0.265
H 2.731 -1.594 0.302
H 2.623 -1.328 2.189
H 1.658 -2.783 1.447
H -0.110 -0.784 1.648
H 0.935 -0.096 0.319
H 0.414 -1.617 -1.208
H 0.755 -2.998 -0.165
H -0.830 -2.102 -0.072
C -0.125 1.965 -1.489
C -1.502 2.099 -0.636
C -1.456 0.858 0.277
H 0.734 1.758 -0.857
H 0.058 2.989 -2.014
H -0.229 1.232 -2.228
H -1.432 2.930 -0.020
H -2.419 2.259 -1.164
H -1.436 -0.101 -0.221
H -0.550 0.859 0.920
H -2.401 0.786 0.926
*
```

Properties
Lowest unoccupied orbital energy ... 0.039 Eh
Energy relative to the best compared isomer or geometry (same formula, charge and spin) ... 216.2 kJ/mol
SMILES ... CCC.CCC
Gap between HOMO and LUMO ... 11.879 eV

no.,molecular weight (g/mol),strongest force on any atom (hartree/bohr)
1,98.14,0.004
2,486.14,0.088
3,202.29,0.069
4,88.19,0.088